C4H8ClNS | ωB97M-V with the def2-TZVPD basis set

Each line ends with the Löwdin charge.
Element x y z (Å)
C  -2.1739  -1.0146  0.7295  -0.0629
C  -1.3816  -0.0964  -0.2120  -0.6436
Cl  -2.3648  0.6726  -1.6198  0.4990
N  -0.1962  0.1162  0.0381  -0.0168
C  0.6943  1.0230  -0.4911  -0.3235
C  2.0689  0.6200  0.1794  -0.5086
S  2.5628  -0.9453  -0.5601  0.7137
H  -2.3917  -0.3438  1.5152  0.0638
H  -1.4734  -1.8751  0.8943  0.1017
H  -3.0712  -1.2351  0.1553  0.0518
H  0.5750  2.0066  -0.1152  0.1064
H  0.7783  1.0868  -1.5782  0.1135
H  2.7575  1.4227  -0.0085  0.0718
H  1.8459  0.4114  1.1419  0.0196
H  1.7701  -1.8491  -0.0689  -0.1859

Cartesian forces, eV/Å:
0.906 0.030 -3.105
-0.569 -0.361 0.002
0.865 -0.442 1.087
-1.766 -0.494 0.270
3.198 0.332 0.059
-1.678 -0.116 -4.047
2.323 0.384 -1.336
-0.305 0.024 1.466
-1.131 0.791 0.417
-0.179 -0.646 0.562
-0.993 1.196 0.342
-0.148 -0.273 -0.018
0.845 -0.165 0.129
-0.311 -0.008 3.300
-1.059 -0.252 0.872

SMILES: C/C(Cl)=N/CCS
ΔE to the lowest compared entry with this formula, charge and spin: 71.3 kJ/mol
Net charge: 0
Largest force on an atom: 0.0852 Eh/bohr
Total energy: -29124.2712 eV
Highest occupied orbital energy: -8.92 eV
Kohn-Sham gap: 9.62 eV
LUMO level: 0.70 eV